1.
Computed, not measured: a molecular structure, C30H50BrN3P2SV at a distorted geometry, with ωB97M-V/def2-TZVPD.

Calculated values
ΔE to the lowest compared entry with this formula, charge and spin ... 0.00 kJ/mol
Net charge ... +2
HOMO-LUMO gap (spin up / spin down) ... 6.4 / 6.3 eV
LUMO level (spin up / spin down) ... -0.254 / -0.262 Eh
Spin multiplicity ... 4

Geometry (Å):
C 2.1702 3.9365 -0.8466
C 1.2546 3.0412 -1.4596
C 1.2111 2.9895 -2.8716
C 2.0452 3.8448 -3.6005
N 2.9338 4.6417 -3.0063
C 2.9564 4.7413 -1.6795
C 0.3391 2.2726 -0.6707
C -0.3367 2.2439 0.4316
C -1.6458 2.4518 0.9822
C -2.1465 1.2667 1.6235
C -3.4390 0.7720 1.3017
C -4.1451 1.5588 0.4220
C -3.8472 2.8997 0.1698
C -2.5894 3.4018 0.5357
V -1.0644 0.2020 0.1216
P 1.6464 -0.6131 -0.6061
H 0.5210 2.3323 -3.3961
H 2.2554 4.0315 0.2347
H 1.9750 3.8761 -4.6869
H 3.6166 5.4983 -1.2514
H -2.2889 4.4346 0.3386
H -1.5684 0.8095 2.3976
H -4.5778 3.5149 -0.3726
H -3.7655 -0.1887 1.7038
C 2.3488 -2.3298 -0.4038
C 3.6204 -2.6647 -1.1772
H 1.5497 -3.0230 -0.7028
H 2.5009 -2.4940 0.6720
H 3.8938 -3.7121 -0.9848
H 3.4808 -2.5526 -2.2582
H 4.4720 -2.0462 -0.8704
C 1.9530 -0.2573 -2.4166
C 3.3072 0.3559 -2.7328
H 1.1497 0.4293 -2.7243
H 1.7993 -1.1786 -2.9995
H 3.3762 0.5536 -3.8126
H 3.4364 1.3127 -2.2094
H 4.1337 -0.3163 -2.4678
C 2.7791 0.4761 0.3926
C 4.2623 0.1348 0.4255
H 2.3770 0.4550 1.4149
H 2.6145 1.5053 0.0482
H 4.7867 0.8619 1.0623
H 4.4415 -0.8626 0.8421
H 4.7187 0.1894 -0.5693
Br -5.4269 0.5741 -0.7102
P -1.7047 -1.4756 -1.6921
C -0.6538 -2.4212 -2.8619
C -1.2355 -3.6857 -3.4917
H 0.2721 -2.6636 -2.3207
H -0.3649 -1.7201 -3.6555
H -0.4684 -4.1462 -4.1307
H -1.5338 -4.4339 -2.7457
H -2.0977 -3.4677 -4.1374
C -2.8258 -2.7143 -0.9421
C -4.1038 -3.0446 -1.7045
H -3.0446 -2.3563 0.0791
H -2.2057 -3.6192 -0.8308
H -4.6980 -3.7288 -1.0837
H -4.7263 -2.1626 -1.9096
H -3.8955 -3.5767 -2.6440
C -2.6092 -0.2245 -2.6624
C -3.1337 -0.7256 -4.0023
H -1.9242 0.6240 -2.8196
H -3.4319 0.1699 -2.0372
H -3.7211 0.0738 -4.4724
H -2.3161 -0.9821 -4.6890
H -3.7912 -1.5987 -3.8985
C -0.4819 -2.1113 6.4889
C 0.2755 -1.4076 5.3749
N -0.5932 -1.2094 4.2034
C -0.0707 -0.5979 3.1185
S -0.1098 -1.3986 1.6127
N 0.3810 0.6784 3.2482
C -0.2205 1.5820 4.2750
C 0.9008 2.3066 4.9844
H -1.3910 -1.5640 6.7883
H 0.1937 -2.1613 7.3483
H -0.7186 -3.1481 6.2110
H 0.5978 -0.4131 5.7077
H 1.1842 -1.9612 5.0660
H -1.1808 -2.0311 3.9829
H 0.5766 1.1724 2.3696
H -0.9217 2.2849 3.7865
H -0.8139 0.9652 4.9575
H 1.3007 3.0911 4.3358
H 0.5121 2.8063 5.8762
H 1.7087 1.6254 5.2843

Atoms 1-3, force components in eV/Å:
C -0.35 0.01 -0.49
C 1.02 0.07 -1.01
C 0.04 0.41 0.36

Löwdin population analysis, charges in e, atoms 1 to 5: C 0.0074; C -0.2460; C -0.0178; C -0.0957; N 0.0955

=====

2.
Computed, not measured: a molecular structure, C30H50CrGeN3O5Sb at a distorted geometry, with ωB97M-V/def2-TZVPD.

Calculated values
Net charge ... +1
HOMO-LUMO gap (spin up / spin down) ... 5.0 / 6.5 eV
LUMO level (spin up / spin down) ... -0.128 / -0.176 Eh
Spin multiplicity ... 6

Geometry (Å):
Cr 0.3153 0.3303 -0.0999
O -1.1106 -1.2544 3.3741
C -0.4081 -0.9059 2.4083
N -0.8867 -0.6968 1.1555
C -2.2324 -0.8950 1.1025
O -2.9055 -0.9977 2.1516
C -2.8886 -1.0349 -0.1921
C -4.2950 -1.1718 -0.1608
C -4.9801 -1.3529 -1.3323
C -4.2572 -1.4064 -2.5311
C -2.8863 -1.2846 -2.4719
N -2.2040 -1.0978 -1.3466
C 1.0107 -0.6554 2.5088
C 1.7139 -0.9195 3.6901
C 3.0680 -0.6893 3.7259
C 3.6750 -0.1463 2.5876
C 2.9033 0.1269 1.4772
N 1.5941 -0.1361 1.3955
H -4.7823 -1.1460 0.8031
H -6.0558 -1.4522 -1.3391
H -4.7474 -1.5360 -3.4795
H -2.2863 -1.3518 -3.3740
H 1.1643 -1.2822 4.5427
H 3.6402 -0.9067 4.6130
H 4.7300 0.0704 2.5782
H 3.3484 0.5930 0.6087
C 2.6790 -1.5803 -3.5603
C 2.8193 -0.9287 -2.1773
C 3.8199 -1.7517 -1.3552
C 3.3022 0.5161 -2.3565
O 1.5608 -0.9402 -1.5047
Ge 0.0612 -2.0403 -2.0413
O -0.1324 1.1584 -1.5529
C -0.6116 2.0456 -2.4948
C -2.1193 2.2474 -2.2679
C 0.1130 3.3921 -2.3413
C -0.3567 1.4864 -3.9073
O 0.1555 -2.9482 -0.5292
C -0.3200 -4.2366 -0.1683
C -1.2597 -4.1031 1.0303
C 0.8958 -5.0828 0.2196
C -1.0598 -4.8764 -1.3438
H 3.6185 -1.5212 -4.1047
H 1.9055 -1.0758 -4.1401
H 2.4001 -2.6303 -3.4414
H 4.7607 -1.8478 -1.8920
H 3.3979 -2.7398 -1.1800
H 4.0113 -1.2880 -0.3914
H 4.3588 0.5304 -2.6106
H 3.1483 1.0865 -1.4407
H 2.7470 1.0035 -3.1544
H -2.2868 2.7050 -1.2928
H -2.6305 1.2874 -2.2973
H -2.5285 2.8890 -3.0423
H -0.0912 3.8055 -1.3554
H -0.2376 4.0935 -3.0913
H 1.1864 3.2611 -2.4524
H -1.0591 0.6879 -4.1340
H 0.6533 1.0887 -3.9549
H -0.4595 2.2723 -4.6468
H -0.7718 -3.5469 1.8279
H -1.5247 -5.0825 1.4166
H -2.1737 -3.5864 0.7461
H 1.4065 -4.6303 1.0656
H 1.5897 -5.1414 -0.6168
H 0.5949 -6.0897 0.4944
H -1.8865 -4.2342 -1.6522
H -1.4535 -5.8518 -1.0765
H -0.3752 -4.9931 -2.1839
C -0.8598 1.9381 4.5752
C 0.2611 2.4185 3.6721
Sb -0.1970 2.5284 1.5276
C -2.0808 3.6381 1.6767
C -3.2886 2.7111 1.7277
C 1.1843 4.2081 1.2482
C 2.6306 3.7418 1.2391
H -0.5307 1.9925 5.6118
H -1.1448 0.9091 4.3716
H -1.7395 2.5694 4.4762
H 1.1432 1.7889 3.7889
H 0.5320 3.4418 3.9324
H -2.1434 4.3258 0.8302
H -2.0018 4.2265 2.5923
H -3.3917 2.1474 0.7979
H -4.1971 3.2963 1.8743
H -3.2039 1.9979 2.5491
H 1.0014 4.9107 2.0619
H 0.9518 4.7076 0.3098
H 2.8822 3.2100 2.1570
H 3.3017 4.5953 1.1508
H 2.8096 3.0823 0.3874

Atoms 1-3, force components in eV/Å:
Cr 0.61 -0.03 0.10
O -1.64 -0.72 1.33
C 2.48 1.09 -1.40

Löwdin population analysis, charges in e, atoms 1 to 5: Cr 0.6902; O 0.1642; C -0.4693; N 0.0326; C -0.4135

=====

3.
Computed, not measured: a molecular structure, C30H50GeHfN4OS3Si3, with ωB97M-V/def2-TZVPD.

Calculated values
ΔE to the lowest compared entry with this formula, charge and spin ... 12.39 kJ/mol
Net charge ... +3
HOMO-LUMO gap (spin up / spin down) ... 6.8 / 5.8 eV
LUMO level (spin up / spin down) ... -0.316 / -0.368 Eh
Spin multiplicity ... 2

Geometry (Å):
Hf -0.7093 0.1052 -0.8415
O -1.3003 1.5551 0.6947
C -2.5224 2.1183 1.3154
C -3.1692 1.1536 2.2783
C -3.2654 -0.2588 1.7005
C -3.8655 -0.2708 0.3259
C -5.2332 -0.4797 0.1906
C -5.8369 -0.4136 -1.0508
C -5.0465 -0.1221 -2.1550
C -3.6985 0.0602 -1.9588
N -3.0903 -0.0175 -0.7558
H -0.5552 1.7000 1.3112
H -3.1874 2.3241 0.4906
H -2.2264 3.0559 1.7806
H -4.1672 1.5532 2.4810
H -2.6470 1.1225 3.2314
H -3.8764 -0.8737 2.3604
H -2.2799 -0.7145 1.6850
H -5.8168 -0.6944 1.0755
H -6.9008 -0.5804 -1.1562
H -5.4632 -0.0404 -3.1487
H -3.0612 0.2866 -2.8037
C 2.1145 -2.1806 -2.0045
C 1.7580 -1.0110 -2.8333
N 0.9408 -0.0236 -2.4904
C 0.8873 0.9256 -3.5026
C 1.6631 0.6616 -4.5801
S 2.4791 -0.8153 -4.3554
C -0.0201 2.0486 -3.3533
C -0.0096 3.1747 -4.1022
S -1.3044 4.1752 -3.6493
C -1.7913 3.0593 -2.4696
N -1.0254 1.9732 -2.3930
C -2.9969 3.4056 -1.6658
H 1.2523 -2.5973 -1.4928
H 2.8228 -1.8562 -1.2425
H 2.5878 -2.9570 -2.6029
H 1.7566 1.2344 -5.4882
H 0.6806 3.4474 -4.8837
H -3.5946 4.1419 -2.2011
H -2.7028 3.8589 -0.7203
H -3.6252 2.5366 -1.4865
S -0.7758 -2.1726 0.2239
C -1.3306 -2.6694 -1.3791
C -1.7081 -3.9436 -1.7655
C -2.0413 -4.1412 -3.0965
C -1.9743 -3.0820 -3.9990
C -1.5978 -1.8420 -3.5320
N -1.2987 -1.6395 -2.2399
H -1.7311 -4.7511 -1.0473
H -2.3423 -5.1239 -3.4360
H -2.2108 -3.2224 -5.0438
H -1.5270 -0.9833 -4.1903
C 1.9908 2.9208 -0.5548
Si 2.9963 1.4781 0.1131
C 3.8865 2.0831 1.6353
C 4.2135 0.8253 -1.1325
Ge 1.4316 -0.2291 1.0193
Si 0.7897 0.4979 3.3285
C 2.2744 0.4199 4.4556
C 0.3102 2.3430 3.2398
C -0.5711 -0.5529 4.0804
Si 2.7294 -2.1863 1.8456
C 4.3895 -1.5491 2.4168
C 3.0772 -3.5690 0.6288
C 1.7128 -2.9814 3.1987
H 2.6125 3.5196 -1.2268
H 1.6908 3.5747 0.2672
H 1.0909 2.6559 -1.1125
H 4.4773 2.9420 1.2957
H 4.5714 1.3522 2.0624
H 3.2197 2.4467 2.4155
H 5.0173 1.5679 -1.1791
H 3.8036 0.7405 -2.1382
H 4.6739 -0.1214 -0.8480
H 3.1556 0.9551 4.1113
H 2.5603 -0.5969 4.7144
H 1.9384 0.9025 5.3810
H 0.9664 2.8628 3.9429
H -0.7085 2.5195 3.5913
H 0.4624 2.8820 2.2978
H -0.1309 -1.1819 4.8553
H -1.0843 -1.2184 3.3876
H -1.3092 0.0749 4.5814
H 4.9301 -1.0521 1.6083
H 4.9852 -2.4202 2.7040
H 4.3545 -0.8783 3.2723
H 3.8454 -3.3358 -0.1072
H 2.1927 -3.9662 0.1314
H 3.4816 -4.3759 1.2478
H 1.6000 -2.3773 4.0951
H 2.2353 -3.8952 3.4951
H 0.7209 -3.2767 2.8514

Atoms 1-3, force components in eV/Å:
Hf -0.56 -0.05 -0.58
O 0.17 0.13 0.21
C 0.00 -0.06 -0.02

Löwdin population analysis, charges in e, atoms 1 to 5: Hf 1.4234; O -0.2721; C -0.1484; C -0.1234; C -0.1432